[1]
ORCA calculation (wB97M-V/def2-TZVPD) on a 2-piece molecular cluster, C11H14N2O overall at a distorted geometry.

Computed properties:
Structure (SMILES) ... Cc1ccc(O)cc1.Cc1c[nH]cn1
Max |F| ... 2.41 eV Å⁻¹
Orbital gap ... 8.79 eV
Relative energy (zero: lowest compared OMol25 entry of this formula, charge and spin) ... 1.592 eV

The geometry in XYZ format:
```
28
C11H14N2O wB97M-V/def2-TZVPD
C -0.11138 -3.19383 0.02719
C 0.00097 -2.78120 -1.38013
C -0.77536 -2.13604 -3.26775
C 1.07114 -2.44614 -2.15687
N -1.19341 -2.44226 -2.06081
N 0.54703 -1.96823 -3.35133
H -1.44751 -1.97324 -4.09472
H -0.88998 -2.77082 0.65798
H 0.80244 -3.04584 0.61363
H 1.10282 -1.71351 -4.14358
H 2.11056 -2.57731 -1.90749
H -0.36909 -4.25788 0.09655
C 1.12462 4.11521 1.69965
C -1.03921 0.40276 1.03882
C -0.14467 0.91412 0.09991
C -1.10869 1.04332 2.27328
C 0.64274 2.02839 0.36659
C -0.35318 2.17930 2.52987
C 0.42458 2.76672 1.53701
O -1.86798 -0.66482 0.87199
H -1.56752 -1.10475 0.06525
H -0.13376 0.54812 -0.92062
H -1.74085 0.69571 3.07756
H 1.46575 2.36609 -0.25347
H -0.41880 2.67437 3.49595
H 1.26506 4.47889 2.71590
H 0.54327 4.90256 1.21879
H 2.06040 3.96028 1.15086
```

[2]
ORCA calculation (wB97M-V/def2-TZVPD) on C4H7NO as an isolated structure.

Computed properties:
Max |F| ... 0.42 eV Å⁻¹
Orbital gap ... 10.00 eV
Relative energy (zero: lowest compared OMol25 entry of this formula, charge and spin) ... 5.563 eV

The geometry in XYZ format:
```
13
C4H7NO wB97M-V/def2-TZVPD
C 1.94201 -0.15073 0.65541
C 0.73453 0.50813 0.54248
O 0.28172 1.62280 0.73392
C -0.33130 -0.48258 -0.43716
C -1.71655 -0.14981 0.00719
N -1.25480 0.24016 -1.30614
H 0.93553 -0.05461 -0.65192
H 1.99254 -1.21614 0.46000
H 2.78057 0.32276 1.15773
H -0.11323 -1.52046 -0.69146
H -1.81421 0.61455 0.77249
H -2.43691 -0.96321 0.02392
H -0.99988 1.22912 -1.26647
```

[3]
ORCA calculation (wB97M-V/def2-TZVPD) on a 7-piece molecular cluster, C42H60I3N8O10S3 overall at a distorted geometry.

Computed properties:
Total charge ... -1
Max |F| ... 1.45 eV Å⁻¹
Orbital gap ... 7.78 eV

The geometry in XYZ format:
```
126
C42H60I3N8O10S3 wB97M-V/def2-TZVPD
C 5.00680 -0.49986 -1.04350
C 4.07066 -1.08922 -2.08183
I 3.86662 0.26145 -3.77629
C 2.76338 -1.69706 -1.56771
N 2.01808 -1.08086 -0.48195
S 2.52091 -1.52424 1.06035
C 1.12871 0.06740 -0.71293
N 0.81417 0.02150 -2.14206
C 1.87190 1.40831 -0.53640
O 2.32185 1.63313 0.78186
O 3.38867 2.59966 0.72915
C -0.22982 0.01118 0.09268
C -1.00251 1.32722 -0.29148
C -2.51708 1.32818 -0.15268
C -3.09702 1.37461 1.25896
S -4.62404 2.24606 1.28690
O -5.53358 1.64269 0.35068
O -5.07466 2.45120 2.63112
O -4.24261 3.67953 0.69656
C -0.05744 0.14186 1.66344
C -0.67421 -0.92101 2.53620
O -1.80647 -1.22284 2.53028
I 0.59895 -1.76407 4.09019
O -1.10345 -1.02732 -0.29292
C -0.83887 -2.43850 -0.55508
C -0.57865 -2.66494 -2.04342
C -0.55395 -4.12645 -2.49097
C -1.63999 -4.62625 -3.43780
S -1.78567 -3.77150 -5.01913
C -2.12089 -3.10854 -0.03808
C -3.41367 -2.40353 -0.32562
O -4.09930 -1.92422 0.49189
I -4.17420 -2.22706 -2.36696
C 0.34184 -3.19340 0.24382
O 1.34335 -3.47744 -0.42096
O 0.07089 -3.44303 1.43642
H 4.48948 0.09465 -0.29589
H 5.50953 -1.32293 -0.53431
H 5.76477 0.12721 -1.50444
H 4.59005 -1.91948 -2.55394
H 3.06406 -2.66783 -1.16951
H 2.13366 -1.96107 -2.40996
H 3.42361 -0.58503 1.41680
H -0.17709 -0.10488 -2.29784
H 1.09466 0.86247 -2.62795
H 1.28780 2.25956 -0.89916
H 2.73856 1.33222 -1.19888
H 3.14422 3.18299 -0.00554
H -0.58185 2.16840 0.25928
H -0.82619 1.56645 -1.33778
H -2.82056 2.25443 -0.64501
H -2.98776 0.55004 -0.73939
H -2.46225 1.90885 1.96339
H -3.40063 0.39913 1.63119
H -4.90362 3.84614 0.00801
H 0.97067 0.27337 1.96171
H -0.57278 1.03595 2.01044
H 0.43680 -2.30710 -2.18204
H -1.20299 -2.01980 -2.66200
H 0.39485 -4.32363 -2.98636
H -0.55231 -4.78299 -1.62200
H -2.61383 -4.72298 -2.96039
H -1.35043 -5.62954 -3.75117
H -1.56159 -2.52661 -4.60376
H -2.17765 -4.14428 -0.37105
H -2.09071 -3.13319 1.04532
N -5.85650 5.60055 -2.44623
C -5.77375 5.86950 -3.78489
C -4.82713 6.84240 -3.95881
C -4.31513 7.17205 -2.67266
C -4.96921 6.38785 -1.76119
H -6.47779 4.92833 -2.03439
H -6.39169 5.34829 -4.49505
H -4.53174 7.27013 -4.90189
H -3.55424 7.89943 -2.44356
H -4.88105 6.32469 -0.69002
N 5.52636 -4.55932 -0.11484
C 6.83541 -4.29121 0.16924
C 7.60924 -5.13252 -0.58676
C 6.72565 -5.93848 -1.35770
C 5.44736 -5.55782 -1.04224
H 4.73422 -4.09462 0.29977
H 7.10413 -3.52952 0.88084
H 8.68580 -5.16716 -0.58736
H 6.99732 -6.70747 -2.06114
H 4.49326 -5.90880 -1.39598
N 7.25769 0.67233 -5.34406
C 7.34839 1.78155 -6.13451
C 8.26927 1.52496 -7.11682
C 8.75122 0.20360 -6.90674
C 8.10532 -0.29339 -5.80468
H 6.65472 0.58361 -4.54245
H 6.75167 2.65478 -5.93448
H 8.56291 2.20565 -7.89819
H 9.48417 -0.32058 -7.49664
H 8.17585 -1.24909 -5.31456
N -5.68516 -0.96821 6.43106
C -5.70901 0.10311 5.57651
C -4.88853 -0.18278 4.51976
C -4.34645 -1.48030 4.74236
C -4.85647 -1.93765 5.92716
H -6.19306 -1.03229 7.29211
H -6.30515 0.97377 5.78951
H -4.70983 0.47844 3.68846
H -3.66024 -2.01172 4.10276
H -4.70179 -2.86457 6.45228
N -5.76014 10.21245 1.04515
C -5.21698 9.19126 0.31412
C -4.34090 8.52096 1.12672
C -4.36080 9.16243 2.39630
C -5.24694 10.20138 2.31389
H -6.43354 10.87044 0.70101
H -5.49775 9.02931 -0.71215
H -3.74823 7.66537 0.84953
H -3.79043 8.88875 3.26757
H -5.55494 10.92816 3.04539
N 1.43451 -6.05239 5.49584
C 1.36745 -4.80644 6.04741
C 1.81275 -4.89508 7.34007
C 2.16223 -6.25567 7.57334
C 1.91719 -6.94330 6.41327
H 1.16653 -6.26929 4.55245
H 1.00886 -3.97916 5.45566
H 1.88037 -4.07837 8.03895
H 2.54905 -6.67884 8.48547
H 2.04650 -7.98270 6.16557
```

[4]
ORCA calculation (wB97M-V/def2-TZVPD) on one molecule with the formula C4H7NO at a distorted geometry.

Computed properties:
Structure (SMILES) ... O[C@H]1C[C@H]2N[C@@H]12
Max |F| ... 1.18 eV Å⁻¹
Orbital gap ... 10.11 eV
Relative energy (zero: lowest compared OMol25 entry of this formula, charge and spin) ... 3.433 eV

The geometry in XYZ format:
```
13
C4H7NO wB97M-V/def2-TZVPD
O -2.11686 0.54287 -0.20028
C -0.83819 0.19949 -0.65970
C 0.40473 1.06584 -0.33237
C 1.17015 -0.19153 0.06035
N 0.66120 -0.53215 1.34948
C -0.10252 -0.97757 -0.01597
H -2.19526 0.16849 0.68448
H -0.93588 0.14662 -1.76014
H 0.18506 1.69577 0.53050
H 0.84327 1.60891 -1.16105
H 2.17173 -0.45447 -0.25918
H 1.26886 -1.30076 1.69053
H -0.51630 -1.97151 0.07334
```

[5]
ORCA calculation (wB97M-V/def2-TZVPD) on a 3-piece molecular cluster, C4H12O2 overall at a distorted geometry.

Computed properties:
Total charge ... -1
⟨S²⟩ ... 0.754
Max |F| ... 1.67 eV Å⁻¹
Orbital gap (alpha / beta) ... 2.49 / 6.72 eV
Spin multiplicity ... 2
Relative energy (zero: lowest compared OMol25 entry of this formula, charge and spin) ... 1.202 eV

The geometry in XYZ format:
```
18
C4H12O2 wB97M-V/def2-TZVPD
C -0.89033 0.50889 -1.86494
C -1.20874 -0.65063 -0.91658
C -1.24578 -0.53529 0.47774
C -2.11746 -1.44837 1.30663
H -1.77947 1.11696 -2.14557
H -0.57320 0.02906 -2.78518
H -0.11341 1.08344 -1.36289
H -1.63229 -1.51511 -1.40094
H -0.84696 0.38354 0.90307
H -3.10730 -1.64117 0.85530
H -2.27216 -1.03852 2.30765
H -1.57802 -2.39208 1.42719
H 1.69279 -1.16693 0.39152
H 2.45986 -0.72008 -0.71358
O 2.28760 -0.43152 0.18085
H 2.19273 1.28768 0.69616
H 2.77798 2.47649 0.05409
O 2.18012 2.26575 0.76062
```

[6]
ORCA calculation (wB97M-V/def2-TZVPD) on C14H27F11IrN2O5PS5SbTe as an isolated structure at a distorted geometry.

Computed properties:
Total charge ... -2
⟨S²⟩ ... 8.778
Max |F| ... 3.47 eV Å⁻¹
Orbital gap (alpha / beta) ... 6.30 / 5.36 eV
Spin multiplicity ... 6
Relative energy (zero: lowest compared OMol25 entry of this formula, charge and spin) ... 0.000 eV

The geometry in XYZ format:
```
68
C14H27F11IrN2O5PS5SbTe wB97M-V/def2-TZVPD
Ir 7.61934 10.08556 9.36509
S 5.56026 13.49801 11.01774
Sb 7.81732 12.93886 10.57247
S 7.92043 10.76537 11.64156
S 8.01528 12.03712 8.24960
F 14.25370 6.80412 12.63142
C 14.77969 6.99349 13.83543
F 16.03254 7.55240 13.78986
F 14.89927 5.72755 14.32674
S 13.74534 8.12494 14.98989
O 13.48517 9.28068 14.17891
O 14.56602 8.28527 16.12652
N 12.50651 7.22199 15.47521
S 11.03191 7.40110 14.69595
O 10.51647 8.64159 15.15843
O 10.93686 7.04112 13.28020
C 10.24794 5.97485 15.61664
F 10.47270 6.19959 16.92416
F 8.93589 5.91357 15.36877
F 10.80850 4.82735 15.20386
F 5.93865 7.02212 10.02808
Te 4.94246 7.94866 8.42271
F 5.75038 6.50070 7.52301
F 4.69360 8.72345 6.68326
F 5.63089 10.12393 9.64602
F 3.33368 6.80158 8.30191
O 7.17298 8.73904 8.21250
C 12.20738 6.75503 10.31825
C 10.91656 7.14327 9.56473
C 9.68714 6.93112 10.51182
C 10.70724 6.14103 8.39305
P 10.80854 8.94928 8.99955
N 9.43568 9.70820 9.33128
C 11.93311 10.01641 9.93233
C 11.73509 11.53845 9.59557
C 13.40720 9.60966 9.60001
C 11.56344 9.87348 11.43450
C 11.12613 9.12139 7.06755
C 9.89181 8.47029 6.38082
C 12.42178 8.53952 6.40284
C 11.03530 10.65662 6.70735
H 12.08502 5.63465 10.54922
H 12.47506 7.28750 11.23229
H 13.10070 6.81179 9.67194
H 9.73281 5.92569 10.93327
H 8.74223 7.02019 9.94160
H 9.57378 7.53600 11.47304
H 10.75933 5.11012 8.82546
H 11.60563 6.17276 7.81789
H 9.81714 6.33054 7.78937
H 12.41745 11.72086 8.76665
H 12.22800 12.04630 10.48490
H 10.71754 11.86205 9.56398
H 13.65316 9.91109 8.59261
H 13.63193 8.58040 9.83278
H 14.07606 10.26759 10.24027
H 10.51121 10.28685 11.50375
H 12.30970 10.38080 12.11702
H 11.56443 8.78487 11.77544
H 10.06823 7.40914 6.25384
H 9.67527 8.97408 5.44119
H 8.97580 8.49341 6.99039
H 12.62068 7.45519 6.59532
H 13.18780 9.13771 6.87784
H 12.38646 8.76230 5.34758
H 10.19854 11.02825 7.32324
H 10.78114 10.73932 5.65452
H 11.93598 11.19338 6.96129
```

[7]
ORCA calculation (wB97M-V/def2-TZVPD) on a 26-piece molecular cluster, H52O26 overall at a distorted geometry.

Computed properties:
Max |F| ... 1.32 eV Å⁻¹
Orbital gap ... 9.16 eV
Relative energy (zero: lowest compared OMol25 entry of this formula, charge and spin) ... 2.784 eV

The geometry in XYZ format:
```
78
H52O26 wB97M-V/def2-TZVPD
O 1.59533 -2.33184 -0.78328
H 2.51368 -2.34961 -0.51393
H 1.18799 -3.04696 -0.29451
O 4.19428 -3.66815 0.06311
H 4.08282 -2.78041 0.40326
H 4.67053 -3.55209 -0.75905
O 1.21489 -2.77310 -5.76713
H 0.88371 -2.42790 -4.93804
H 0.43403 -2.88612 -6.30907
O -0.38926 3.84928 0.85939
H -1.11690 3.35367 0.48371
H -0.79901 4.62662 1.23899
O -2.72763 -1.29970 -0.30209
H -2.67021 -1.83746 -1.09187
H -1.81842 -1.09218 -0.08643
O 0.96602 -1.47397 5.17857
H 1.68059 -2.06429 4.93954
H 0.77129 -0.99448 4.37334
O -0.06376 -4.77890 3.21529
H -0.93650 -4.59122 2.86986
H 0.52665 -4.60780 2.48155
O 1.83886 2.79758 -0.18987
H 1.80023 2.98237 -1.12827
H 0.95604 2.98618 0.12840
O 4.43600 3.23510 -0.22548
H 4.18033 3.06075 -1.13128
H 3.67079 2.98482 0.29228
O 0.35234 2.21883 2.98600
H 0.56804 2.93317 2.38648
H 0.85362 2.41100 3.77848
O -3.05857 1.50016 4.06435
H -2.65148 2.15458 3.49670
H -3.29279 0.78340 3.47474
O -0.74489 -0.31337 3.15954
H -0.34455 0.52507 3.38972
H -0.68421 -0.35431 2.20514
O 0.12547 4.86453 -2.01454
H 0.11597 5.80300 -2.20272
H 0.03081 4.80947 -1.06363
O -4.52889 -0.37537 1.66955
H -5.00724 -0.21759 0.85559
H -3.79408 -0.93211 1.41200
O 0.01492 -1.86191 -3.02621
H -0.80843 -2.34983 -3.01014
H 0.48781 -2.16352 -2.25055
O 3.70982 2.73484 -2.98559
H 4.56805 2.39753 -3.24227
H 3.38567 3.18482 -3.76577
O -2.56989 -1.57970 4.78028
H -3.20371 -1.92110 4.14946
H -1.98419 -1.03077 4.25887
O -2.34137 -3.09153 -2.37096
H -2.18522 -4.03580 -2.35645
H -2.74259 -2.92772 -3.22443
O -2.96254 0.63397 -2.23828
H -3.13069 -0.06407 -1.60527
H -3.25211 0.27297 -3.07617
O 1.25954 -4.49343 0.77413
H 2.21315 -4.49119 0.69120
H 0.98972 -5.34019 0.41858
O 2.29441 -0.00287 2.76184
H 2.59999 0.15505 3.65510
H 1.95008 0.84228 2.47306
O 3.95104 -1.01498 0.52789
H 3.36936 -0.68380 1.21215
H 4.48709 -0.26077 0.28283
O -2.37987 4.05470 -3.56662
H -1.89524 4.01055 -2.74235
H -3.29093 4.18352 -3.30276
O -1.08163 0.19539 -4.50951
H -1.28362 0.93455 -3.93587
H -0.66649 -0.44785 -3.93495
O -2.65108 2.79804 -0.34390
H -2.88418 2.02906 -0.86406
H -3.39195 2.91970 0.24987
O -0.17982 -0.21766 0.06851
H 0.40972 0.49242 -0.18537
H 0.17329 -0.99138 -0.37069
```

[8]
ORCA calculation (wB97M-V/def2-TZVPD) on C3H2Li2O3Y as an isolated structure at a distorted geometry.

Computed properties:
Total charge ... +2
⟨S²⟩ ... 0.753
Max |F| ... 4.17 eV Å⁻¹
Orbital gap (alpha / beta) ... 3.54 / 3.68 eV
Spin multiplicity ... 2

The geometry in XYZ format:
```
11
C3H2Li2O3Y wB97M-V/def2-TZVPD
C 1.80948 0.52568 0.15244
C 0.72027 1.23515 -0.09027
O 2.78053 -0.08927 0.40666
H 0.56212 1.60048 -1.09489
H 0.37233 1.92211 0.66774
Y 1.82175 -3.82599 2.31778
Li 3.62664 -1.65389 1.14901
O -2.05808 0.39252 -0.34564
C -2.49302 -0.45560 -1.03799
O -3.34713 -0.71311 -1.79052
Li -3.79490 1.06190 -0.33434
```